Entry 1:
73
Properties=species:S:1:pos:R:3:forces:R:3 method="wB97M-V/def2-TZVPD" multiplicity=3 homo_lumo_gap_ev="7.328 / 4.571" total_charge=+2 e_homo_ev="-13.87 / -13.79" e_tot_ev=-91894.66725
C 2.960358 -0.192332 -2.932911 -0.63 -0.14 -1.35
N 1.676777 -0.170488 -3.405028 1.28 0.04 -0.81
N 1.749015 -0.161913 -4.797969 0.40 -0.33 1.06
C 3.038987 -0.214447 -5.167400 -0.35 0.19 0.71
C 3.840351 -0.206948 -4.020081 -0.58 0.02 0.54
B 0.439996 -0.050355 -5.628697 -0.13 0.13 0.02
N -0.554615 -1.193622 -5.242301 -0.22 -0.50 0.67
N -0.976211 -1.345258 -3.926181 -0.10 -0.34 -0.56
C -1.891768 -2.350249 -3.911737 0.68 0.45 -1.21
C -2.064796 -2.832649 -5.214396 0.12 0.12 0.60
C -1.185845 -2.099966 -6.012007 0.06 0.38 0.67
Ti -0.128120 -0.013866 -2.560827 -0.82 -0.86 -1.33
N -0.231499 1.287669 -5.188790 -0.43 0.43 0.53
N -0.607129 1.477893 -3.863957 0.15 0.46 -0.87
C -1.198018 2.699453 -3.790229 0.34 -0.57 -0.97
C -1.216442 3.279941 -5.063489 0.22 -0.45 0.34
C -0.597974 2.356093 -5.917200 0.02 -0.41 1.17
H -1.559918 3.041570 -2.829526 0.00 0.14 -0.22
H -0.370916 2.364623 -6.972309 -0.14 0.17 0.03
H -1.606610 4.237058 -5.337032 -0.11 0.22 -0.03
H 0.672311 -0.065115 -6.806203 -0.06 0.02 0.25
H -0.953813 -2.170081 -7.068557 -0.16 0.06 0.20
H 3.318899 -0.244371 -6.212613 -0.08 0.04 0.15
H -2.751900 -3.604928 -5.513605 0.12 -0.05 -0.10
H 4.909412 -0.180147 -3.954860 0.17 -0.12 -0.14
H -2.337289 -2.662983 -2.983095 -0.07 -0.01 -0.17
H 3.129379 -0.218366 -1.863273 0.09 0.08 -0.24
H -2.462163 -0.764597 -1.359817 -0.07 -0.18 0.28
C -2.293631 -1.625670 -0.688019 -0.03 -0.23 -0.22
H -2.926328 -2.458623 -1.026028 0.16 0.30 0.19
H -1.240217 -1.951274 -0.714183 -0.30 0.06 0.11
H -2.571997 -1.353366 0.337851 0.18 0.04 -0.44
C -3.261621 0.034503 2.963444 0.18 0.19 -0.17
Si -1.691015 -0.876545 3.457999 -1.68 -0.81 1.04
C -1.430063 -0.771986 5.327596 0.46 0.26 -0.19
C -1.829814 -2.691240 2.978038 0.34 0.06 -0.27
Si 0.021747 0.157649 2.165169 1.00 0.89 -0.76
Te 0.223730 0.982758 -0.218827 0.17 0.18 1.69
Si 0.116547 2.380022 2.970501 -0.59 1.33 0.55
C -0.147948 2.506790 4.836414 0.01 -0.20 -0.09
C 1.782030 3.164662 2.568023 0.17 -0.23 -0.16
C -1.284651 3.300949 2.101567 0.09 0.02 -0.05
Si 1.982297 -1.024066 2.707430 0.89 -1.26 0.11
C 2.124198 -1.308394 4.565991 -0.29 0.20 0.00
C 1.847207 -2.687046 1.833780 0.11 0.05 -0.05
C 3.518615 -0.105515 2.124360 -0.11 0.24 -0.17
H -4.108171 -0.468995 3.455736 0.21 0.09 -0.08
H -3.431176 0.007165 1.877833 -0.01 0.06 0.29
H -3.249268 1.085120 3.285462 -0.04 -0.31 -0.06
H -2.301931 -1.236532 5.814862 0.11 0.06 -0.32
H -0.539779 -1.318296 5.663764 -0.26 0.13 -0.09
H -1.354208 0.255413 5.702824 -0.04 -0.30 -0.12
H -2.033309 -2.830254 1.907953 0.07 -0.03 0.29
H -0.923252 -3.254994 3.236227 -0.28 0.10 -0.03
H -2.671123 -3.123007 3.542855 0.19 0.19 -0.08
H 0.543394 1.865471 5.399889 -0.16 0.16 -0.06
H 0.033473 3.548041 5.146212 -0.01 -0.26 -0.15
H -1.176073 2.254678 5.125851 0.23 0.10 -0.06
H 2.027087 3.107083 1.499535 -0.04 0.02 0.24
H 1.742045 4.229211 2.849398 -0.09 -0.30 -0.02
H 2.601144 2.702110 3.135807 -0.21 0.16 -0.12
H -1.181771 3.284773 1.007485 -0.04 0.10 0.34
H -2.269765 2.884419 2.350643 0.23 0.13 -0.01
H -1.262794 4.351371 2.431390 -0.05 -0.26 -0.09
H 1.340871 -1.974903 4.948586 0.22 0.13 -0.09
H 3.094399 -1.786200 4.774276 -0.22 0.14 -0.16
H 2.089058 -0.367946 5.132638 0.02 -0.22 -0.06
H 1.760090 -2.550566 0.747634 0.04 -0.07 0.16
H 2.758119 -3.273313 2.029718 -0.24 0.12 -0.08
H 0.986276 -3.277155 2.172310 0.22 0.14 -0.06
H 3.471983 0.116521 1.049840 0.03 0.00 0.22
H 3.674718 0.837650 2.664155 -0.03 -0.26 -0.16
H 4.400386 -0.742108 2.300112 -0.30 0.09 0.01

***

Entry 2:
15
Properties=species:S:1:pos:R:3:forces:R:3 method="wB97M-V/def2-TZVPD" multiplicity=1 relative_energy_kj_mol=264.5 homo_lumo_gap_ev=8.846 total_charge=+1 e_homo_ev=-12.19 e_tot_ev=-9749.72218 smiles="NC1=C[C@@H](O)[NH2+]N1"
N 2.348265 -0.526375 0.211268 -0.27 0.70 0.04
C 1.081274 -0.179275 0.013487 -5.66 -4.48 -1.55
C -0.134829 -1.118491 -0.330885 5.10 4.56 1.49
C -1.347633 -0.295093 -0.411808 0.29 -0.37 -0.13
O -2.313295 -0.493168 0.528958 -0.66 0.06 0.36
N -0.758980 1.189968 -0.192835 -0.24 -0.09 -0.43
N 0.626170 1.132854 0.129488 0.80 0.30 0.24
H 2.635517 -1.457995 -0.033219 0.04 -0.04 0.11
H 3.055182 0.176790 0.345068 0.14 -0.06 -0.07
H -0.015005 -2.137018 -0.597288 -0.07 -0.54 -0.24
H -1.851532 -0.251833 -1.385345 0.08 0.22 0.18
H -1.999389 -1.026352 1.275196 0.26 0.05 -0.20
H -0.872899 1.729317 -1.063020 0.16 -0.18 0.29
H -1.342071 1.640463 0.527051 0.32 -0.22 -0.03
H 0.889227 1.616205 0.983889 -0.26 0.09 -0.07

***

Entry 3:
36
Properties=species:S:1:pos:R:3:forces:R:3 method="wB97M-V/def2-TZVPD" multiplicity=1 homo_lumo_gap_ev=6.879 total_charge=-1 e_homo_ev=-5.86 e_tot_ev=-60275.20299
C 1.182087 2.571493 0.248893 -1.48 -0.52 0.10
Nb 0.631055 0.542455 -0.624897 1.32 1.49 0.99
C 0.343814 -0.358768 1.445627 -1.22 0.02 0.88
C 0.616116 0.564780 2.579716 -1.51 -1.17 -1.24
O 1.650279 0.833536 3.031086 2.63 0.81 1.25
F -0.491274 1.114115 3.166525 -0.38 -0.02 -0.29
C 2.846612 -0.033102 -0.829365 -0.59 -0.21 0.07
F 3.618143 1.041260 -0.475200 0.23 0.17 0.31
F 3.122608 -0.226334 -2.160549 0.27 -0.54 -0.19
C 3.441876 -1.218803 -0.041135 1.59 0.10 -1.76
F 4.765645 -1.265007 -0.402446 0.33 -0.05 -0.31
F 3.489847 -1.010987 1.254795 -0.92 0.12 1.20
C 2.897672 -2.647039 -0.393382 1.07 -0.11 0.34
F 3.915840 -3.444633 -0.704516 0.83 -0.43 -0.22
F 2.322302 -3.226500 0.641532 -0.94 0.02 0.96
F 2.097741 -2.670682 -1.418203 -1.09 0.32 -0.86
C -1.561694 1.294294 -0.590727 0.13 -0.21 -0.80
F -1.557745 2.543512 -1.167854 0.01 0.22 -0.17
F -2.002272 1.520808 0.690668 -0.41 -0.31 0.22
C -2.639718 0.509909 -1.398715 0.79 0.68 0.61
F -2.066876 0.027626 -2.505053 0.45 -0.48 -0.56
F -3.573478 1.363837 -1.851606 -1.06 0.04 0.24
C -3.286446 -0.693776 -0.678717 -1.05 0.56 -0.39
F -2.377942 -1.560976 -0.271958 0.75 -0.31 0.41
F -4.038735 -1.335556 -1.594352 -0.39 -0.05 -0.44
C -4.238814 -0.357394 0.522497 0.41 -0.74 -0.03
F -4.628270 0.885283 0.576947 -0.15 1.26 -0.13
F -5.331393 -1.102120 0.472239 -0.82 -0.66 -0.39
F -3.635563 -0.682495 1.647275 0.66 0.09 0.93
H 1.964486 2.501625 1.012466 0.13 -0.03 -0.33
H 1.358301 3.330074 -0.520743 0.26 -0.16 0.11
H 0.268287 2.895756 0.784446 0.25 0.08 -0.06
H 0.025345 -1.061561 -1.299093 -0.29 0.12 0.07
H 0.728191 1.258107 -2.311860 -0.21 -0.30 0.02
H 0.872104 -1.298170 1.642230 0.21 0.23 -0.20
H -0.728130 -0.604569 1.523430 0.18 -0.05 -0.34

***

Entry 4:
19
Properties=species:S:1:pos:R:3:forces:R:3 method="wB97M-V/def2-TZVPD" multiplicity=1 relative_energy_kj_mol=177.4 homo_lumo_gap_ev=9.202 e_homo_ev=-10.67 e_tot_ev=-26058.55368
C -1.532345 1.383285 -0.803947 -1.42 -0.94 -0.59
C -2.728224 -0.242719 0.632881 -0.37 0.24 0.77
C -0.968571 0.188299 -1.502406 0.85 -0.82 0.09
C 1.975924 -0.756294 0.550399 0.16 2.68 -1.13
C 3.017601 0.446897 0.434673 0.84 -1.95 -0.29
N -2.537315 1.029323 0.141959 0.38 -0.61 -0.10
N 1.663188 -0.974601 1.733136 0.13 -1.84 1.01
N -0.924702 -0.995485 -0.865049 0.02 0.98 -2.63
O -0.266332 -2.012981 -1.159506 -1.47 1.74 0.66
O -1.347047 2.527905 -1.108640 0.24 -0.39 0.03
O -3.476789 -0.655338 1.475962 0.26 1.07 -0.95
O -1.874417 -1.183154 0.126042 1.06 -1.64 0.75
F 4.277389 -0.076968 0.399539 -0.21 -0.43 0.20
F 2.920422 1.066548 -0.737427 -0.78 0.86 -0.12
F 3.035513 1.280763 1.466769 -0.75 0.18 -0.49
H -0.603698 0.231866 -2.559418 0.22 0.05 1.55
H 1.473189 -1.103146 -0.405973 1.26 -0.18 1.05
H -3.255833 1.707609 0.323255 0.04 0.32 0.39
H 1.152040 -1.861806 1.857748 -0.46 0.69 -0.20

***

Entry 5:
61
Properties=species:S:1:pos:R:3:forces:R:3 method="wB97M-V/def2-TZVPD" multiplicity=1 relative_energy_kj_mol=0.0 homo_lumo_gap_ev=8.065 e_homo_ev=-7.45 e_tot_ev=-34974.73818 smiles="CCCC(=O)Nc1cc(OCC)c(NC(=O)NC2CCCCC2)cc1OCC"
C 1.732507 2.851259 7.501754 0.00 -0.20 -0.11
C 1.687718 1.662536 6.551595 -0.03 0.19 -0.12
C 1.432264 2.099769 5.112072 0.10 -0.38 0.40
C 1.392530 0.910969 4.162641 -0.07 0.54 -0.01
O 1.569197 -0.233897 4.518565 0.05 -0.29 0.10
N 1.135688 1.290189 2.880666 -0.09 0.37 -0.35
C 1.032128 0.504213 1.728965 -0.03 -0.03 -0.31
C 1.172351 -0.876813 1.744724 0.02 -0.19 0.01
C 1.057007 -1.615210 0.578232 -0.18 0.29 -0.39
O 1.165710 -2.974896 0.488497 -0.08 0.32 -0.26
C 1.594697 -3.714632 1.616497 0.28 -0.26 0.30
C 3.086345 -3.560120 1.893506 -0.37 0.09 -0.17
C 0.786986 -0.953554 -0.632157 0.01 0.01 0.46
N 0.703905 -1.715341 -1.796041 0.37 -0.47 0.04
C -0.091226 -1.561572 -2.910406 0.04 0.13 0.21
O 0.081891 -2.252255 -3.893170 -0.03 -0.26 -0.34
N -1.040196 -0.583051 -2.826548 -0.12 0.13 0.07
C -2.035889 -0.431927 -3.869210 -0.12 0.07 0.08
C -2.384860 1.045262 -4.046628 0.11 -0.20 -0.34
C -3.403037 1.217218 -5.169849 -0.18 0.13 0.29
C -4.664233 0.410560 -4.875654 0.10 -0.11 -0.30
C -4.321435 -1.064416 -4.689145 -0.16 0.12 0.28
C -3.301197 -1.240416 -3.568841 0.19 -0.12 -0.35
C 0.680509 0.434510 -0.649119 0.10 0.13 0.14
C 0.793379 1.172427 0.517066 0.01 -0.18 0.25
O 0.721154 2.544552 0.603242 0.08 -0.40 0.30
C 0.403943 3.300738 -0.547700 -0.24 0.28 -0.31
C -1.079309 3.247601 -0.900319 0.37 -0.09 0.21
H 2.528044 3.538311 7.219919 0.07 0.12 0.02
H 1.914628 2.516660 8.519824 0.01 0.05 0.12
H 0.789161 3.393720 7.483527 -0.07 0.11 0.04
H 2.631332 1.116477 6.592188 -0.06 -0.08 0.01
H 0.899839 0.971817 6.855847 0.07 -0.07 -0.01
H 2.221405 2.781296 4.782800 -0.04 0.06 -0.05
H 0.480086 2.633048 5.045932 0.02 0.07 -0.06
H 1.015897 2.275983 2.689758 0.04 -0.11 0.19
H 1.364057 -1.346068 2.693399 0.02 -0.05 0.02
H 1.006357 -3.445483 2.501022 -0.02 -0.04 -0.10
H 1.368938 -4.751741 1.352434 -0.02 0.14 0.12
H 3.658767 -3.834671 1.010594 0.06 -0.04 -0.06
H 3.326700 -2.533987 2.158625 0.08 0.06 0.05
H 3.371154 -4.209990 2.715906 0.06 -0.06 0.11
H 1.214551 -2.587623 -1.770227 -0.14 0.10 -0.16
H -1.317000 -0.294307 -1.900018 0.05 -0.01 0.01
H -1.572050 -0.818411 -4.782258 -0.09 0.06 0.07
H -1.478417 1.611835 -4.267837 0.05 0.01 0.08
H -2.806827 1.429412 -3.113770 0.00 0.06 0.10
H -2.964434 0.873514 -6.108692 0.03 0.03 -0.09
H -3.653326 2.274198 -5.282915 0.04 0.00 -0.09
H -5.135007 0.792142 -3.966287 -0.07 0.04 0.04
H -5.377428 0.525407 -5.694084 -0.07 0.04 0.04
H -3.905083 -1.460183 -5.617536 -0.02 -0.07 -0.08
H -5.225343 -1.631569 -4.458054 0.01 -0.06 -0.08
H -3.035973 -2.293866 -3.462828 0.03 0.00 0.09
H -3.731226 -0.899594 -2.622169 0.01 0.01 0.08
H 0.543075 0.917587 -1.601920 -0.02 0.09 -0.05
H 0.685185 4.323967 -0.281772 0.01 -0.14 -0.12
H 1.019304 2.985966 -1.398346 0.01 0.04 0.10
H -1.383160 2.230624 -1.132808 -0.09 -0.07 -0.07
H -1.673378 3.602355 -0.061552 -0.07 0.04 0.05
H -1.272833 3.878829 -1.762983 -0.05 0.05 -0.12